Model w:
C2H4P2 | ωB97M-V with the def2-TZVPD basis set

The geometry in ORCA input format:
```
! RIJCOSX wB97M-V def2-TZVPD def2/J DEFGRID3
* xyz 0 1
C -0.39223 0.18750 -1.73770
H -0.52730 0.17785 -2.81954
H 0.83804 1.22086 2.77920
H -0.02521 -0.51755 1.39050
C 0.61591 1.05033 0.60068
H -0.20253 -0.87424 -1.36230
P 0.23174 1.52614 -0.99337
P 1.12195 2.06067 1.79292
*
```

Results
E_LUMO (alpha / beta): -1.02 / -1.02 eV
HOMO-LUMO gap (alpha / beta): 0.2962 / 0.2962 hartree



Model x:
C2H4P2 | ωB97M-V with the def2-TZVPD basis set

The geometry in ORCA input format:
```
! RIJCOSX wB97M-V def2-TZVPD def2/J DEFGRID3
* xyz 0 1
P -1.64674 0.45233 1.28809
C 1.40185 -1.01493 -0.37597
H -1.78561 1.90966 1.30038
H 2.05189 -1.81490 -0.65845
C -0.83334 0.40044 -0.12037
P -0.19419 -1.12841 -0.92606
H 1.66510 -0.09633 0.10465
H -0.65896 1.29213 -0.61228
*
```

Results
E_LUMO: -0.13 eV
HOMO-LUMO gap: 0.3459 hartree



Which is most stable, and by how much? model x, by 74.4 kcal/mol.